{
  "formula": "C28H25CdClNP",
  "method": "wB97M-V/def2-TZVPD",
  "gap_ev": 3.963,
  "lumo_ev": 4.1,
  "e_tot_ev": -57305.7105,
  "molar_mass_da": 554.35,
  "total_charge": -2,
  "largest_force_ev_per_a": 5.7,
  "e_above_lowest_kcal_mol": 2.8,
  "symbols": ["C", "C", "C", "H", "C", "C", "H", "H", "H", "H", "Cd", "Cl", "C", "C", "C", "H", "C", "C", "H", "H", "H", "H", "N", "P", "C", "C", "C", "C", "C", "C", "C", "C", "C", "C", "C", "C", "C", "C", "C", "C", "C", "C", "H", "H", "H", "H", "H", "H", "H", "H", "H", "H", "H", "H", "H", "H", "H"],
  "positions_angstrom": [[0.881500, -2.515591, 0.521031], [0.976516, -1.811384, -0.699573], [-0.362680, -1.609877, -1.189592], [1.885040, -1.503804, -1.214454], [-1.259275, -2.253517, -0.269029], [-0.498348, -2.786160, 0.790017], [-0.875606, -3.293048, 1.693957], [1.719761, -2.816648, 1.151319], [-0.631865, -1.239310, -2.180132], [-2.335533, -2.367274, -0.393278], [-0.228134, 0.748216, -0.104913], [1.753389, 1.488749, -1.129831], [0.032185, 2.615183, -3.529904], [-1.194043, 1.988754, -3.887412], [-0.883005, 0.769989, -4.571258], [-2.191223, 2.376402, -3.690356], [0.538498, 0.653271, -4.640801], [1.104850, 1.790524, -3.998432], [2.167549, 1.981730, -3.884387], [0.141257, 3.551276, -2.989261], [-1.600881, 0.064288, -4.984332], [1.101629, -0.152393, -5.107841], [-1.480160, 0.632441, 1.581980], [-1.865617, 0.570818, 3.124427], [-3.331414, -0.491886, 3.332892], [-3.993357, -0.973167, 2.188572], [-5.113492, -1.807627, 2.311988], [-5.575370, -2.181113, 3.581944], [-4.910601, -1.712406, 4.723206], [-3.797678, -0.874148, 4.600375], [-0.591969, -0.104709, 4.267689], [-0.804217, -0.181575, 5.652430], [0.100393, -0.861868, 6.474936], [1.281498, -1.378018, 5.937563], [1.575346, -1.160504, 4.590356], [0.641193, -0.535291, 3.757746], [-2.231807, 2.190487, 3.844416], [-3.478961, 2.530577, 4.384528], [-3.594766, 3.700082, 5.144160], [-2.493069, 4.544083, 5.313337], [-1.294719, 4.274522, 4.643846], [-1.178873, 3.119158, 3.874388], [-3.624535, -0.686935, 1.201678], [-5.633005, -2.162327, 1.416357], [-6.446047, -2.835434, 3.687590], [-5.248111, -2.004748, 5.719690], [-3.297748, -0.528283, 5.503293], [-1.689787, 0.272075, 6.103798], [-0.130093, -0.997210, 7.532968], [1.974815, -1.925145, 6.572782], [2.542069, -1.468924, 4.192679], [0.859922, -0.370188, 2.702591], [-4.337090, 1.867056, 4.267192], [-4.541119, 3.938139, 5.630685], [-2.565513, 5.427307, 5.947243], [-0.446408, 4.954685, 4.725413], [-0.257388, 2.914803, 3.328022]],
  "atomic_forces_ev_per_a": [[-0.3, 0.1, -0.2], [-0.6, -0.1, 0.4], [-0.1, -0.2, 0.3], [-0.3, 0.0, 0.2], [0.6, -0.1, 0.1], [0.2, 0.0, -0.2], [0.1, 0.3, -0.6], [-0.2, 0.1, -0.1], [0.2, 0.0, 0.2], [0.2, 0.2, 0.0], [-0.2, -1.1, 0.3], [0.5, 0.4, 0.9], [0.3, -0.7, -0.8], [0.6, -0.5, -0.2], [0.4, 0.5, 0.2], [0.1, -0.1, 0.0], [-0.4, 0.8, 0.3], [-1.1, 0.1, -0.6], [-0.2, 0.0, 0.1], [0.0, -0.1, 0.0], [0.1, 0.1, 0.1], [-0.1, 0.1, 0.1], [-0.6, 0.3, 3.0], [1.6, 0.0, -5.4], [-0.6, -0.4, 0.6], [-0.1, 0.0, 0.2], [0.1, 0.1, 0.4], [0.3, 0.2, 0.0], [0.0, 0.0, -0.2], [-0.4, -0.3, -0.3], [0.2, 0.2, 0.7], [0.2, -0.4, 0.1], [-0.1, 0.1, -0.2], [-0.2, 0.2, -0.2], [-0.2, 0.2, 0.1], [-0.2, 0.0, 0.0], [-0.4, 0.3, 0.4], [0.5, 0.2, 0.4], [0.2, 0.1, -0.1], [-0.1, -0.1, -0.1], [-0.2, -0.2, -0.2], [-0.1, 0.0, 0.5], [0.1, 0.0, 0.3], [0.3, 0.1, 0.3], [0.3, 0.2, -0.1], [0.0, 0.0, -0.3], [-0.2, -0.1, -0.3], [0.3, -0.1, -0.1], [0.1, 0.1, -0.2], [-0.1, 0.1, -0.1], [-0.3, 0.0, 0.0], [-0.2, -0.2, 0.1], [0.3, 0.1, 0.1], [0.2, 0.0, -0.1], [-0.1, -0.2, -0.1], [-0.2, -0.1, 0.0], [-0.2, -0.1, 0.2]]
}



{
  "formula": "C28H25Cl3F5IMnN2PS",
  "method": "wB97M-V/def2-TZVPD",
  "gap_ev": [6.459, 6.057],
  "lumo_ev": [1.7, 1.3],
  "e_tot_ev": -143120.6625,
  "molar_mass_da": 835.75,
  "total_charge": -1,
  "largest_force_ev_per_a": 1.8,
  "e_above_lowest_kcal_mol": 39.6,
  "multiplicity": 6,
  "symbols": ["Mn", "S", "C", "C", "C", "C", "C", "C", "N", "C", "C", "C", "C", "C", "C", "C", "H", "H", "H", "H", "H", "H", "H", "H", "Cl", "C", "Cl", "Cl", "C", "N", "F", "C", "C", "C", "F", "C", "F", "C", "F", "C", "F", "C", "C", "P", "C", "C", "C", "C", "H", "H", "H", "H", "H", "H", "H", "H", "H", "H", "H", "H", "H", "H", "H", "I", "C", "H", "H"],
  "positions_angstrom": [[-0.490709, 0.565068, 0.146652], [-1.941016, 4.294061, 2.220479], [-1.474746, 3.285252, 3.556971], [-1.341212, 3.615928, 4.899397], [-0.965748, 2.615836, 5.777809], [-0.733251, 1.312925, 5.326016], [-0.861371, 0.987627, 3.991467], [-1.224213, 1.989681, 3.094280], [-1.381463, 1.836583, 1.727892], [-1.772595, 2.936819, 1.151239], [-2.147882, 2.927556, -0.268182], [-2.665850, 4.062235, -0.892001], [-3.170102, 3.957535, -2.174353], [-3.163632, 2.715682, -2.802219], [-2.584976, 1.614953, -2.181279], [-2.027647, 1.671703, -0.900690], [-1.525062, 4.623369, 5.246280], [-0.847719, 2.849246, 6.827608], [-0.439209, 0.548194, 6.032243], [-0.677502, -0.018546, 3.635770], [-2.675422, 5.016152, -0.374687], [-3.579812, 4.825087, -2.675410], [-3.594328, 2.610443, -3.791354], [-2.569206, 0.677871, -2.728918], [2.548731, 0.204175, 3.646467], [2.133274, 0.949269, 2.136725], [2.110013, 2.680411, 2.169140], [4.114185, 0.605193, 0.927893], [1.100968, 0.321730, 1.436654], [0.844284, -0.800014, 0.922842], [-0.618708, -1.874501, -3.417826], [-0.198520, -0.565898, -3.307559], [0.222112, -0.091430, -2.084121], [0.701768, 1.209296, -2.203603], [1.088318, 1.880561, -1.056953], [0.773511, 1.959678, -3.358717], [1.252260, 3.217120, -3.351577], [0.316531, 1.411442, -4.544328], [0.360149, 2.110567, -5.690123], [-0.176981, 0.120343, -4.512596], [-0.600500, -0.459926, -5.652056], [1.580207, -5.071124, -2.221344], [1.791989, -4.264268, -0.936168], [1.179669, -2.518717, -1.058691], [-0.553310, -3.049314, -0.605972], [-1.778586, -2.163702, -0.496011], [2.317591, -2.006822, -2.452435], [3.158794, -0.760001, -2.173875], [1.843715, -6.113676, -2.047240], [2.184580, -4.714573, -3.055087], [0.537880, -5.045809, -2.544762], [2.849469, -4.241694, -0.661639], [1.252048, -4.741806, -0.117732], [-0.281415, -3.448261, 0.383751], [-0.768197, -3.882326, -1.275122], [-1.633448, -1.314740, 0.175467], [-2.570014, -2.771310, -0.050820], [-2.131153, -1.795063, -1.455628], [1.721659, -1.903688, -3.360316], [2.958034, -2.873413, -2.570283], [3.262623, -0.157990, -3.076091], [4.154752, -1.038930, -1.830546], [2.748252, -0.119219, -1.399845], [0.693660, -4.986582, 2.683690], [1.779243, -1.823832, 0.514027], [2.810546, -1.461438, 0.497820], [1.673877, -2.668211, 1.209806]],
  "atomic_forces_ev_per_a": [[-0.9, -0.1, -0.3], [0.0, 0.0, 0.0], [0.0, 0.0, 0.0], [0.0, 0.0, 0.0], [0.0, 0.0, 0.0], [0.0, 0.0, 0.0], [0.0, 0.0, -0.1], [0.1, 0.1, 0.0], [-0.2, 0.3, 0.3], [-0.1, -0.2, 0.0], [0.0, -0.1, -0.1], [0.0, 0.0, 0.1], [0.0, 0.0, 0.0], [0.0, 0.0, 0.0], [0.0, 0.0, 0.0], [-0.1, 0.3, -0.1], [0.0, 0.0, 0.0], [0.0, 0.0, 0.0], [0.0, 0.0, 0.0], [0.0, 0.0, 0.0], [-0.1, 0.0, 0.0], [0.0, 0.0, 0.0], [0.0, 0.0, 0.0], [0.1, 0.0, 0.0], [-0.1, 0.0, 0.0], [0.3, 0.0, 0.0], [0.0, 0.0, 0.0], [0.0, 0.1, 0.0], [0.7, -0.1, 0.6], [0.1, 0.2, 0.0], [-0.1, 0.2, 0.0], [-0.1, -0.3, 0.1], [0.1, 0.9, -0.5], [-0.2, -0.2, -0.1], [0.1, -0.1, -0.2], [0.1, 0.4, 0.1], [-0.1, -0.2, 0.0], [0.0, 0.0, -0.1], [0.0, -0.2, 0.3], [0.0, -0.1, -0.2], [0.0, 0.1, 0.2], [0.0, 0.1, 0.0], [-0.1, 0.1, -0.2], [1.0, -1.4, 0.6], [0.0, 0.7, -0.6], [0.1, 0.0, -0.1], [-0.8, 0.3, -0.2], [0.1, 0.0, 0.1], [0.0, 0.0, 0.0], [0.0, 0.0, 0.0], [0.0, 0.0, 0.0], [0.0, 0.0, 0.0], [0.2, 0.0, 0.1], [-0.1, -0.1, -0.1], [0.0, -0.1, 0.1], [-0.1, -0.2, 0.0], [0.0, 0.0, 0.0], [0.1, 0.1, 0.0], [0.2, -0.1, 0.1], [0.0, -0.1, 0.0], [0.0, 0.0, 0.0], [0.0, 0.0, 0.0], [0.0, 0.0, 0.0], [-0.1, 0.1, -0.1], [0.0, 0.0, 0.0], [0.0, -0.1, -0.1], [0.1, 0.0, 0.1]]
}



{
  "formula": "C28H25Cl5CrNO",
  "method": "wB97M-V/def2-TZVPD",
  "gap_ev": [7.123, 8.457],
  "lumo_ev": [-0.2, 0.4],
  "e_tot_ev": -124012.1929,
  "molar_mass_da": 620.77,
  "largest_force_ev_per_a": 1.8,
  "multiplicity": 4,
  "symbols": ["C", "C", "C", "H", "C", "C", "H", "C", "C", "C", "H", "C", "C", "H", "H", "H", "H", "H", "H", "Cr", "C", "C", "C", "H", "H", "H", "H", "H", "H", "C", "C", "H", "H", "O", "N", "C", "H", "C", "C", "H", "C", "H", "C", "H", "C", "H", "C", "H", "H", "H", "Cl", "C", "C", "C", "Cl", "C", "Cl", "C", "Cl", "C", "Cl"],
  "positions_angstrom": [[-0.401651, 3.437817, -1.063936], [0.090267, 2.494470, -2.043768], [-0.761593, 1.368029, -2.052754], [0.941983, 2.645700, -2.711835], [-1.769987, 1.545341, -1.060482], [-1.616116, 2.863240, -0.495014], [-2.591237, 0.854887, -0.865757], [2.074734, 2.464050, 1.291015], [2.444823, 2.382996, -0.107215], [2.628689, 1.007309, -0.430623], [2.676035, 3.226421, -0.759155], [2.287496, 0.215748, 0.699080], [1.893486, 1.103691, 1.759120], [-0.716990, 0.549421, -2.761272], [-2.364373, 3.394222, 0.091523], [-0.043333, 4.457294, -0.922090], [1.712738, 0.791899, 2.782152], [3.052906, 0.613361, -1.346445], [2.106401, 3.360364, 1.910817], [0.138305, 1.907935, 0.356936], [2.510257, -1.266609, 0.873072], [3.489412, -1.495612, 2.025305], [3.061296, -1.911651, -0.406388], [4.407465, -0.922318, 1.853981], [3.761839, -2.555248, 2.094964], [3.069503, -1.187227, 2.989024], [4.084538, -1.573083, -0.593168], [2.441069, -1.657325, -1.274421], [3.071098, -3.003911, -0.301766], [1.148404, -1.928698, 1.208724], [0.181391, -1.902812, 0.048574], [0.653242, -1.417413, 2.057047], [1.294852, -2.973980, 1.527250], [0.017586, -0.876505, -0.636121], [-0.542725, -3.024875, -0.175088], [-1.851458, -2.907957, -0.809035], [-0.321552, -3.881397, 0.335308], [-1.728056, -2.572763, -2.269291], [-2.706152, -1.786686, -2.891410], [-3.540057, -1.414254, -2.288306], [-2.603857, -1.502416, -4.252858], [-3.369099, -0.892704, -4.729087], [-1.529388, -2.011770, -4.995167], [-1.457415, -1.797962, -6.062549], [-0.557863, -2.807412, -4.375495], [0.285035, -3.212437, -4.939332], [-0.664747, -3.097188, -3.009746], [0.073561, -3.730702, -2.504526], [-2.417703, -2.112055, -0.301637], [-2.382425, -3.862118, -0.677719], [-0.281997, 4.588519, 1.970149], [-0.980346, 3.239933, 2.798127], [-0.973118, 1.990580, 2.206100], [-1.708680, 0.964380, 2.767721], [-2.005812, -0.488407, 1.882693], [-2.294207, 1.103988, 4.053524], [-3.063558, -0.223936, 4.809386], [-2.235547, 2.369706, 4.690182], [-2.985500, 2.598734, 6.201431], [-1.586126, 3.456043, 4.054000], [-1.545743, 5.003351, 4.776251]],
  "atomic_forces_ev_per_a": [[-1.2, -0.5, -0.3], [-0.8, -0.2, 0.1], [0.3, 0.9, 0.1], [-0.3, -0.1, 0.5], [0.3, 1.1, 0.0], [0.3, 0.1, -1.4], [0.4, 0.3, 0.1], [0.1, -0.8, -0.4], [0.4, -0.5, 1.0], [-0.1, 0.1, 0.8], [-0.1, -0.3, 0.3], [0.3, 1.4, -0.1], [0.7, 0.5, -1.0], [0.3, -0.1, 0.4], [0.5, -0.3, 0.1], [-0.1, -0.5, 0.1], [-0.1, 0.2, -0.2], [-0.4, 0.2, 0.0], [-0.3, -0.4, -0.3], [0.3, -1.3, 0.4], [-0.8, -0.2, -0.3], [0.2, -0.1, 0.1], [-0.1, 0.1, 0.0], [-0.1, -0.1, 0.0], [-0.1, 0.1, 0.0], [0.0, 0.0, -0.2], [-0.1, -0.1, 0.0], [0.1, -0.1, 0.2], [0.1, 0.2, 0.0], [0.3, -0.4, 0.2], [0.1, 1.5, -0.5], [0.2, -0.1, -0.4], [0.1, 0.2, 0.0], [-0.1, -1.5, 1.1], [-0.2, -0.6, 0.6], [0.1, 0.0, 0.0], [-0.2, 0.8, -0.1], [-0.2, -0.1, -0.6], [0.4, -0.3, 0.0], [0.3, 0.0, -0.3], [0.2, -0.2, 0.1], [0.2, -0.1, 0.0], [0.0, 0.0, 0.2], [0.0, 0.0, 0.3], [-0.2, 0.0, 0.3], [-0.3, 0.2, 0.1], [-0.2, 0.2, -0.3], [-0.2, 0.3, -0.3], [0.0, -0.3, -0.1], [0.2, 0.3, 0.0], [0.0, 0.3, 0.2], [-0.6, -0.3, 1.4], [0.4, 0.1, -1.7], [-0.3, 0.7, 1.5], [0.1, -0.2, 0.0], [0.5, 1.0, -0.7], [-0.2, 0.0, 0.1], [0.6, -0.3, -1.1], [-0.1, 0.0, 0.4], [-0.1, -1.0, -0.5], [-0.1, 0.2, 0.2]]
}